This record from the Open Molecules 2025 dataset describes a 2-piece molecular cluster, C3H10N2O2 overall in a non-equilibrium geometry. The level of theory is ωB97M-V/def2-TZVPD.

Element x y z (Å)
C1 1.85 -0.76 -1.42
N1 0.56 -0.89 -0.79
O1 -1.49 0.55 -1.12
H1 -1.08 1.28 -1.61
H2 -0.13 -1.47 -1.25
H3 2.33 -1.73 -1.60
H4 2.50 -0.17 -0.78
H5 1.72 -0.24 -2.37
C2 -1.24 1.36 1.50
N2 -1.18 0.15 0.75
C3 0.38 -0.65 0.61
O2 1.31 -0.17 1.31
H6 -1.83 -0.63 0.79
H7 0.04 -1.68 0.96
H8 -0.24 1.63 1.84
H9 -1.59 2.16 0.83
H10 -1.91 1.26 2.36

- calculated total energy (Ha) = -380.07197
- orbital gap (spin up / spin down) (hartree) = 0.2360 / 0.2268
- molar mass (g mol⁻¹) = 106.125


This record from the Open Molecules 2025 dataset describes a 4-piece molecular cluster, C3H14O3S overall in a non-equilibrium geometry. The level of theory is ωB97M-V/def2-TZVPD.

Element x y z (Å)
C1 0.98 -0.65 -1.70
C2 0.91 -0.71 -0.22
S1 1.01 0.97 0.61
C3 0.58 0.35 2.38
H1 1.23 -1.78 -2.02
H2 -0.11 -0.38 -2.00
H3 1.75 -0.06 -2.24
H4 -0.17 -0.99 0.03
H5 1.61 -1.51 0.15
H6 1.36 -0.25 2.83
H7 -0.39 -0.21 2.52
H8 0.66 1.16 3.01
O1 3.88 1.02 -0.95
H9 3.12 1.12 -0.23
H10 4.64 1.34 -0.41
O2 -4.79 -1.04 0.56
H11 -4.95 -0.20 0.07
H12 -4.96 -1.61 -0.23
O3 -2.12 1.02 -1.15
H13 -1.38 1.24 -0.54
H14 -2.85 1.17 -0.48

- calculated total energy (Ha) = -746.54266
- SMILES = CCSC.O.O.O
- orbital gap (hartree) = 0.3591
- molar mass (g mol⁻¹) = 130.209


This record from the Open Molecules 2025 dataset describes C6H6PbSe as an isolated structure in a non-equilibrium geometry. The level of theory is ωB97M-V/def2-TZVPD.

Element x y z (Å)
Pb1 -0.84 -0.89 1.94
C1 -1.01 0.76 -0.88
C2 -0.14 1.54 -0.16
C3 1.12 1.04 0.16
C4 1.49 -0.25 -0.23
C5 0.61 -1.04 -0.98
C6 -0.64 -0.51 -1.33
H1 -2.06 1.08 -0.97
H2 -0.50 2.45 0.32
H3 1.70 1.59 0.89
H4 2.38 -0.66 0.19
H5 0.81 -2.09 -1.13
H6 -1.42 -1.14 -1.75
Se1 -1.52 -1.88 3.92

- calculated total energy (Ha) = -2825.68652
- total charge = +2
- orbital gap (spin up / spin down) (hartree) = 0.2178 / 0.1496
- molar mass (g mol⁻¹) = 364.274


This record from the Open Molecules 2025 dataset describes C32H33FN7O2PbSe as an isolated structure. The level of theory is ωB97M-V/def2-TZVPD.

Element x y z (Å)
Pb1 -0.45 0.53 -0.16
Se1 -7.95 -0.51 3.40
N1 -6.96 0.94 3.13
C1 -5.79 0.53 2.70
C2 -4.69 1.43 2.38
C3 -4.78 2.81 2.55
C4 -3.69 3.59 2.26
C5 -2.53 2.97 1.79
N2 -2.43 1.66 1.61
C6 -3.49 0.89 1.89
C7 -3.33 -0.57 1.74
N3 -2.15 -1.03 1.29
C8 -1.95 -2.34 1.27
C9 -2.90 -3.28 1.66
C10 -4.13 -2.82 2.07
C11 -4.35 -1.44 2.12
C12 -5.62 -0.89 2.58
N4 -6.66 -1.62 2.91
H1 -5.70 3.23 2.93
H2 -3.71 4.66 2.40
H3 -1.65 3.55 1.55
H4 -0.97 -2.67 0.92
H5 -2.67 -4.33 1.62
H6 -4.92 -3.49 2.37
C13 2.62 2.16 -1.77
C14 3.64 1.08 -1.45
C15 4.03 1.13 0.03
C16 3.21 -0.26 -2.04
C17 3.87 -0.63 -3.20
C18 3.51 -1.75 -3.92
C19 2.44 -2.51 -3.48
C20 1.75 -2.19 -2.32
C21 0.60 -3.14 -1.97
C22 -0.78 -2.50 -2.13
C23 0.77 -3.89 -0.66
C24 2.14 -1.06 -1.56
N5 1.48 -0.72 -0.34
C25 2.06 -1.20 0.81
C26 3.15 -2.08 0.89
C27 3.67 -2.49 2.11
C28 3.13 -2.06 3.31
C29 2.05 -1.19 3.28
C30 1.57 -0.80 2.05
F1 0.49 0.10 2.04
H7 3.00 3.15 -1.53
H8 1.72 2.01 -1.17
H9 2.35 2.15 -2.83
H10 4.55 1.34 -2.00
H11 3.17 1.07 0.69
H12 4.54 2.08 0.23
H13 4.72 0.33 0.30
H14 4.70 -0.02 -3.54
H15 4.05 -2.03 -4.82
H16 2.14 -3.38 -4.04
H17 0.64 -3.91 -2.75
H18 -0.93 -1.69 -1.42
H19 -1.57 -3.24 -1.95
H20 -0.90 -2.10 -3.14
H21 0.78 -3.23 0.21
H22 1.71 -4.44 -0.65
H23 -0.03 -4.62 -0.54
H24 3.60 -2.42 -0.03
H25 4.51 -3.17 2.11
H26 3.53 -2.39 4.25
H27 1.59 -0.80 4.18
C31 0.87 5.69 -0.50
O1 0.39 5.01 -1.67
C32 -0.06 3.78 -1.50
O2 -0.11 3.21 -0.42
N6 -0.45 3.25 -2.68
N7 -0.87 1.92 -2.76
H28 1.34 6.59 -0.86
H29 1.59 5.06 0.03
H30 0.04 5.93 0.16
H31 -0.35 3.81 -3.52
H32 -0.31 1.41 -3.44
H33 -1.85 1.87 -3.04

- calculated total energy (Ha) = -4466.96960
- total charge = +1
- orbital gap (hartree) = 0.2477
- molar mass (g mol⁻¹) = 852.821